The following is a quantum chemistry calculation of the molecule C5H9NO in a non-equilibrium geometry, from OMol25.

Summary:
M in g mol⁻¹: 99.133
Total charge: 0
SMILES string: C[C@@H]1C(=O)N[C@@H]1C
Gap between HOMO and LUMO in eV: 10.38
Energy relative to the best compared isomer or geometry (same formula, charge and spin) in kJ/mol: 113.7

Geometry as XYZ:
```
16
Properties=species:S:1:pos:R:3:forces:R:3:nbo_charge:R:1
C -1.289 -0.268 -1.334 0.03 0.11 -0.03 -0.61
C -0.855 0.141 0.061 -0.18 -0.01 -0.02 -0.33
C -0.487 1.507 0.624 -0.33 0.48 0.14 0.69
O -1.170 2.477 0.841 0.74 0.09 -0.32 -0.59
N 0.698 1.045 1.174 -0.10 0.14 0.19 -0.63
C 0.477 -0.349 0.721 -0.01 -0.20 -0.03 -0.04
C 1.602 -0.849 -0.185 -0.07 0.02 -0.03 -0.62
H -0.471 -0.302 -2.061 -0.07 0.11 0.18 0.21
H -2.053 0.424 -1.699 0.10 -0.08 -0.01 0.23
H -1.741 -1.269 -1.296 0.12 0.23 -0.02 0.21
H -1.739 0.121 0.719 0.20 -1.27 0.05 0.24
H 0.972 1.293 2.118 0.11 0.08 -0.17 0.39
H 0.340 -1.047 1.557 -0.10 0.17 -0.12 0.19
H 1.803 -0.143 -0.997 -0.14 -0.06 0.10 0.22
H 1.379 -1.829 -0.624 -0.08 0.15 0.09 0.21
H 2.535 -0.951 0.383 -0.24 0.04 -0.01 0.22
```
Forces are in eV/Å.